No. 1
Entry from the Open Molecules 2025 dataset: a structure of composition C6H7O6Sr at a distorted geometry (the ωB97M-V functional and the def2-TZVPD basis).

Properties
- expectation value of S² = 0.75
- HOMO (spin up / spin down) (eV) = -6.93 / -9.40
- total charge = 0
- energy above the lowest of the compared OMol25 structures with the same formula, charge and spin (kcal/mol) = 28.2
- multiplicity = 2

Each line ends with the Mulliken charge.
Positions of all 20 atoms, in Å:
1 O 0.099 0.192 1.554  -1.2053
2 O -1.834 -0.762 0.742  -0.4505
3 C -2.664 0.355 0.476  -0.4003
4 C -2.004 0.965 -0.754  -0.4264
5 O -0.622 0.691 -0.541  -0.7478
6 C -0.504 -0.390 0.531  1.0281
7 H -3.683 0.000 0.294  0.3141
8 H -2.665 1.052 1.328  0.2132
9 H -2.162 2.046 -0.842  0.2695
10 H -2.335 0.465 -1.676  0.2364
11 Sr 1.050 1.844 0.547  1.8587
12 O 2.914 1.864 0.291  -0.9356
13 O 2.296 -0.141 -0.188  -0.3558
14 C 1.679 -1.311 -0.409  -0.5956
15 C 0.256 -1.574 -0.092  -0.1945
16 O 4.482 0.240 -0.001  -0.5531
17 C 3.375 0.722 -0.026  0.8758
18 H 2.425 -1.963 -0.855  0.4769
19 H -0.295 -1.882 -0.995  0.2899
20 H 0.192 -2.413 0.615  0.3023

***

No. 2
Entry from the Open Molecules 2025 dataset: an isolated molecule of C4H11NO at a distorted geometry (the ωB97M-V functional and the def2-TZVPD basis).

Properties
- SMILES = CNC[C@@H](C)O
- HOMO (eV) = -9.19
- total charge = 0
- energy above the lowest of the compared OMol25 structures with the same formula, charge and spin (kcal/mol) = 24.1
- multiplicity = 1

Each line ends with the Mulliken charge.
Positions of all 17 atoms, in Å:
1 C 1.990 1.282 1.240  -0.8644
2 N 1.273 0.115 0.689  -0.3050
3 C -0.070 0.487 0.335  -0.9962
4 C -0.877 -0.659 -0.239  0.3560
5 C -2.173 -0.129 -0.821  -1.3956
6 O -0.143 -1.373 -1.231  -0.5306
7 H 2.977 0.986 1.554  0.3279
8 H 2.100 2.036 0.458  0.2952
9 H 1.413 1.758 2.045  0.3196
10 H 1.200 -0.528 1.471  0.2306
11 H -0.028 1.296 -0.403  0.4379
12 H -0.637 0.888 1.194  0.4477
13 H -1.087 -1.397 0.536  0.2930
14 H -2.727 -0.946 -1.291  0.3450
15 H -1.981 0.591 -1.624  0.3246
16 H -2.826 0.317 -0.072  0.3705
17 H 0.334 -0.719 -1.758  0.3438

***

No. 3
Entry from the Open Molecules 2025 dataset: an isolated molecule of C5H16OP2 at a distorted geometry (the ωB97M-V functional and the def2-TZVPD basis).

Properties
- SMILES = CCCC[PH3]P(C)O
- HOMO (eV) = -7.49
- total charge = 0
- energy above the lowest of the compared OMol25 structures with the same formula, charge and spin (kcal/mol) = 52.6
- multiplicity = 1

Each line ends with the Mulliken charge.
Positions of all 24 atoms, in Å:
1 C 2.638 -0.990 -0.299  -0.8282
2 C 2.306 0.036 0.932  -0.3544
3 C 1.752 1.512 0.490  -0.6552
4 C 0.679 1.525 -0.745  -0.7235
5 P -0.788 0.319 -0.577  0.1235
6 P -2.290 -1.278 -0.306  0.0969
7 C -3.357 -0.681 1.181  -0.8272
8 O -3.282 -1.464 -1.748  -0.5560
9 H 2.775 -2.071 0.188  0.2810
10 H 1.793 -1.107 -1.100  0.1762
11 H 3.657 -0.762 -0.866  0.2706
12 H 3.333 0.221 1.512  0.2779
13 H 1.498 -0.448 1.656  0.2721
14 H 1.183 1.964 1.436  0.2503
15 H 2.673 2.252 0.320  0.3302
16 H 1.294 1.413 -1.759  0.3343
17 H 0.233 2.631 -0.790  0.3715
18 H -0.224 -0.487 -1.646  0.0209
19 H -1.779 1.298 -0.950  0.0735
20 H -0.477 0.172 0.821  -0.0809
21 H -3.104 -1.360 2.103  0.2610
22 H -4.491 -0.782 0.902  0.2950
23 H -3.015 0.413 1.440  0.2480
24 H -3.005 -2.327 -2.194  0.3424

***

No. 4
Entry from the Open Molecules 2025 dataset: a cluster of 3 separate species, C5H7NO in total at a distorted geometry (the ωB97M-V functional and the def2-TZVPD basis).

Properties
- SMILES = C1=CC1.C#N.C=O
- HOMO (eV) = -9.47
- total charge = 0
- energy above the lowest of the compared OMol25 structures with the same formula, charge and spin (kcal/mol) = 108.6
- multiplicity = 1

Each line ends with the Mulliken charge.
Positions of all 14 atoms, in Å:
1 C -1.524 -0.453 0.358  -0.3937
2 C -1.288 0.379 -0.870  -0.5276
3 C 0.812 1.655 0.199  -0.2607
4 O 1.166 1.112 1.218  -0.4333
5 C 2.006 -1.399 0.592  0.1282
6 N 1.530 -1.947 -0.304  -0.4161
7 C -0.979 -0.873 -0.971  -0.2239
8 H -0.854 -0.359 1.222  0.1096
9 H -2.543 -0.744 0.624  0.2124
10 H -1.418 1.332 -1.358  0.4746
11 H 0.026 2.432 0.207  0.2998
12 H 1.257 1.425 -0.787  0.3387
13 H 2.441 -0.866 1.410  0.2910
14 H -0.641 -1.706 -1.562  0.4010

***

No. 5
Entry from the Open Molecules 2025 dataset: an isolated molecule of C4H7N3S3 at a distorted geometry (the ωB97M-V functional and the def2-TZVPD basis).

Properties
- SMILES = NC(=S)NN=C1CSSC1
- HOMO (eV) = -8.67
- total charge = 0
- energy above the lowest of the compared OMol25 structures with the same formula, charge and spin (kcal/mol) = 56.5
- multiplicity = 1

Each line ends with the Mulliken charge.
Positions of all 17 atoms, in Å:
1 C 1.739 0.866 -2.126  0.2153
2 C -0.549 -0.411 0.243  0.3671
3 C -1.040 -1.821 0.711  -0.7197
4 C -0.873 0.636 1.173  -0.6785
5 H 2.583 -0.614 -3.223  0.2106
6 H 1.074 -1.087 -2.291  0.2918
7 H 0.073 1.830 -1.178  0.2742
8 H -0.368 -2.519 0.070  0.3583
9 H -2.154 -2.111 0.594  0.3287
10 H -0.117 1.155 1.645  0.4370
11 H -1.373 1.699 0.844  0.2974
12 N 1.847 -0.466 -2.505  -0.3248
13 N 0.613 0.894 -1.254  -0.0817
14 N 0.197 -0.331 -0.822  -0.3465
15 S 2.457 2.081 -2.792  -0.4189
16 S -1.160 -1.738 2.703  -0.1100
17 S -2.170 -0.009 2.314  -0.1002

***

No. 6
Entry from the Open Molecules 2025 dataset: a cluster of 2 separate species, C4H8P2 in total at a distorted geometry (the ωB97M-V functional and the def2-TZVPD basis).

Properties
- SMILES = [H]/P=C/C.CC#P
- HOMO (eV) = -8.75
- total charge = 0
- energy above the lowest of the compared OMol25 structures with the same formula, charge and spin (kcal/mol) = 70.0
- multiplicity = 1

Each line ends with the Mulliken charge.
Positions of all 14 atoms, in Å:
1 C 1.953 -0.781 1.362  0.0877
2 C -1.000 -0.118 -1.151  -0.1750
3 C 1.837 0.663 1.315  -0.3941
4 C -2.507 -0.054 -0.847  -0.8861
5 P 2.425 -2.272 1.423  -0.2769
6 P 0.106 -1.366 -1.098  -0.1322
7 H -0.775 0.877 -1.431  0.3286
8 H 1.207 1.035 0.367  0.0922
9 H 2.816 1.071 1.214  0.2495
10 H 1.401 1.010 2.240  0.2507
11 H -3.245 -0.875 -0.805  0.3422
12 H -2.906 0.700 -1.575  0.2485
13 H -2.471 0.444 0.112  0.2675
14 H 1.160 -0.336 -1.126  -0.0026

***

No. 7
Entry from the Open Molecules 2025 dataset: a cluster of 7 separate species, C3H20N2O6 in total at a distorted geometry (the ωB97M-V functional and the def2-TZVPD basis).

Properties
- expectation value of S² = 0.77
- HOMO (spin up / spin down) (eV) = -13.84 / -13.84
- total charge = +1
- multiplicity = 2

Each line ends with the Mulliken charge.
Positions of all 31 atoms, in Å:
1 C 0.887 0.014 -2.899  -0.7214
2 C -0.415 0.720 -2.381  -0.5923
3 N -0.870 -0.036 -1.157  0.0909
4 C 0.010 -0.048 0.060  -0.0151
5 N 0.266 -1.225 0.455  -0.3861
6 H 1.604 0.420 -2.076  0.2484
7 H 1.137 0.368 -3.795  0.5217
8 H 0.780 -1.155 -2.943  0.1431
9 H -0.340 1.826 -2.187  0.2792
10 H -1.285 0.577 -3.075  0.3945
11 H -1.292 -0.951 -1.421  0.3664
12 H 0.390 0.960 0.455  0.3578
13 H 0.839 -1.482 1.202  0.2723
14 H -0.449 -3.868 -2.890  0.3003
15 H -0.403 -3.157 -1.486  0.2802
16 O -0.009 -3.262 -2.328  -0.5815
17 H -0.605 2.565 2.592  0.3015
18 H 0.809 3.028 2.945  0.2845
19 O 0.245 2.584 2.260  -0.5552
20 H -1.876 2.775 0.173  0.2613
21 H -3.298 2.277 0.570  0.3079
22 O -2.641 3.023 0.603  -0.5895
23 H 2.839 -2.349 -1.785  0.3193
24 H 4.147 -1.795 -2.520  0.3118
25 O 3.344 -1.547 -1.986  -0.6334
26 H -2.665 1.659 3.743  0.3259
27 H -2.659 0.182 2.962  0.3402
28 O -2.741 1.209 2.780  -0.6351
29 H 1.908 -0.482 3.910  0.3280
30 H 2.478 -1.872 3.680  0.3207
31 O 1.711 -1.358 3.444  -0.6462

***

No. 8
Entry from the Open Molecules 2025 dataset: a cluster of 6 separate species, C2H16O5S in total at a distorted geometry (the ωB97M-V functional and the def2-TZVPD basis).

Properties
- SMILES = CCS.O.O.O.O.O
- HOMO (eV) = -9.31
- total charge = 0
- energy above the lowest of the compared OMol25 structures with the same formula, charge and spin (kcal/mol) = 16.8
- multiplicity = 1

Each line ends with the Mulliken charge.
Positions of all 24 atoms, in Å:
1 C 2.331 1.311 -1.512  -1.1490
2 C 1.152 1.233 -0.520  0.1051
3 S 1.300 2.559 0.753  -0.2720
4 H 3.117 1.952 -1.119  0.3195
5 H 2.755 0.343 -1.789  0.3109
6 H 2.002 1.750 -2.440  0.3253
7 H 1.183 0.309 0.022  -0.0304
8 H 0.280 1.415 -1.118  0.2789
9 H 0.920 3.578 -0.019  0.1542
10 H 1.698 -3.688 0.715  0.2930
11 H 1.376 -2.392 1.516  0.3191
12 O 1.099 -2.937 0.769  -0.6382
13 H -4.439 -1.787 -1.621  0.3197
14 H -3.251 -1.635 -0.622  0.3738
15 O -4.141 -1.317 -0.837  -0.6413
16 H 0.826 0.300 1.976  0.2849
17 H 2.291 0.151 2.660  0.3131
18 O 1.466 -0.261 2.410  -0.6117
19 H -1.874 -1.503 1.459  0.3271
20 H -0.919 -1.647 0.432  0.3111
21 O -1.763 -1.169 0.553  -0.6883
22 H -1.866 1.211 -0.024  0.3176
23 H -3.043 0.740 -0.959  0.3353
24 O -2.499 1.486 -0.687  -0.6576

***

No. 9
Entry from the Open Molecules 2025 dataset: a cluster of 8 separate species, H16O8 in total at a distorted geometry (the ωB97M-V functional and the def2-TZVPD basis).

Properties
- SMILES = O.O.O.O.O.O.O.O
- HOMO (eV) = -10.26
- total charge = 0
- energy above the lowest of the compared OMol25 structures with the same formula, charge and spin (kcal/mol) = 101.9
- multiplicity = 1

Each line ends with the Mulliken charge.
Positions of all 24 atoms, in Å:
1 H 0.349 -0.508 0.377  0.2631
2 H -0.714 0.540 0.662  0.2651
3 H -3.609 0.318 0.976  0.2615
4 H -2.160 -0.138 1.045  0.5819
5 H 1.640 -1.782 -1.425  0.2847
6 H 2.708 -2.129 -0.400  0.2945
7 H -2.323 -0.305 -1.506  0.3117
8 H -3.545 -0.881 -0.810  0.3646
9 H -1.224 1.840 -1.601  0.2754
10 H -0.640 3.203 -1.937  0.3147
11 H 2.517 2.237 1.872  0.3091
12 H 2.310 3.340 0.847  0.3156
13 H 4.188 -0.726 0.130  0.3120
14 H 5.438 -0.945 -0.706  0.3053
15 H -2.688 -1.909 1.177  0.3681
16 H -1.417 -1.599 1.950  0.3185
17 O -0.563 -0.412 0.673  -0.7196
18 O -2.859 0.082 0.418  -0.6990
19 O 2.181 -2.514 -1.110  -0.5656
20 O -3.225 -0.600 -1.674  -0.6172
21 O -1.476 2.758 -1.757  -0.5965
22 O 2.983 2.945 1.413  -0.6236
23 O 4.503 -1.173 -0.664  -0.6241
24 O -2.375 -1.643 2.049  -0.7002

***

No. 10
Entry from the Open Molecules 2025 dataset: a structure of composition C4H3KLiMgO2 at a distorted geometry (the ωB97M-V functional and the def2-TZVPD basis).

Properties
- expectation value of S² = 0.76
- HOMO (spin up / spin down) (eV) = -13.54 / -13.54
- total charge = +2
- energy above the lowest of the compared OMol25 structures with the same formula, charge and spin (kcal/mol) = 53.6
- multiplicity = 2

Each line ends with the Mulliken charge.
Positions of all 12 atoms, in Å:
1 C -0.988 -0.328 0.069  0.2493
2 O -1.806 0.277 0.717  -0.6391
3 Li -3.365 -0.370 1.665  0.9360
4 Mg 2.064 1.662 0.084  0.6628
5 C 1.599 -1.648 0.038  -0.5830
6 C 1.491 -0.341 -0.225  -0.6957
7 C 0.151 0.265 -0.717  0.8103
8 O 0.198 1.656 -0.551  -0.7405
9 K -1.696 3.222 0.272  1.0692
10 H 1.179 -1.958 1.065  0.2891
11 H -0.011 -0.033 -1.770  0.3105
12 H 1.185 -2.403 -0.647  0.3311

***

No. 11
Entry from the Open Molecules 2025 dataset: a cluster of 2 separate species, C13H29NO3S in total at a distorted geometry (the ωB97M-V functional and the def2-TZVPD basis).

Properties
- SMILES = CCCOC(=O)OCSCC.CCN(CC)CC
- HOMO (eV) = -7.96
- total charge = 0
- multiplicity = 1

Each line ends with the Mulliken charge.
Positions of all 47 atoms, in Å:
1 C -4.164 3.939 5.619  -1.0594
2 C -3.148 2.777 5.900  -0.4557
3 C -2.655 2.297 4.546  -0.3913
4 O -1.747 1.175 4.654  -0.3889
5 C -1.769 0.532 3.464  0.5849
6 O -2.345 -0.435 3.283  -0.4133
7 O -1.034 1.179 2.517  -0.3142
8 C -1.793 1.415 1.338  -0.6510
9 S -1.245 0.230 0.043  -0.0558
10 C -2.179 0.734 -1.449  -0.4660
11 C -2.822 -0.482 -2.149  -1.0640
12 H -5.144 3.486 5.458  0.3090
13 H -3.852 4.418 4.686  0.3108
14 H -4.150 4.619 6.467  0.3298
15 H -2.318 3.170 6.489  0.3174
16 H -3.674 1.992 6.443  0.2887
17 H -3.526 2.001 3.942  0.3597
18 H -2.162 3.135 4.036  0.2630
19 H -1.668 2.445 0.998  0.4577
20 H -2.863 1.263 1.501  0.3680
21 H -2.977 1.434 -1.180  0.3900
22 H -1.523 1.297 -2.115  0.3576
23 H -3.889 -0.503 -1.915  0.3274
24 H -2.369 -1.425 -1.845  0.3108
25 H -2.767 -0.364 -3.234  0.2939
26 C 2.923 -2.680 -4.953  -1.4343
27 C 2.736 -1.576 -3.922  -0.3212
28 N 2.306 -2.062 -2.624  0.1667
29 C 1.869 -0.999 -1.730  -0.4805
30 C 2.909 0.029 -1.276  -1.1220
31 C 3.140 -3.087 -2.020  -0.6998
32 C 4.617 -2.758 -1.770  -0.9917
33 H 2.012 -3.271 -5.064  0.3293
34 H 3.158 -2.241 -5.924  0.4338
35 H 3.744 -3.350 -4.694  0.2975
36 H 1.970 -0.896 -4.306  0.4191
37 H 3.667 -0.993 -3.858  0.2565
38 H 1.409 -1.448 -0.845  0.3624
39 H 1.055 -0.461 -2.227  0.1917
40 H 3.585 -0.378 -0.526  0.2453
41 H 2.398 0.878 -0.814  0.4074
42 H 3.499 0.420 -2.107  0.2883
43 H 3.096 -3.978 -2.654  0.3859
44 H 2.683 -3.405 -1.079  0.3529
45 H 5.080 -2.247 -2.616  0.2489
46 H 5.175 -3.682 -1.604  0.3733
47 H 4.752 -2.144 -0.881  0.2813

***

No. 12
Entry from the Open Molecules 2025 dataset: a structure of composition C11H28F2N4OPReS at a distorted geometry (the ωB97M-V functional and the def2-TZVPD basis).

Properties
- expectation value of S² = 0.76
- HOMO (spin up / spin down) (eV) = -19.09 / -18.92
- total charge = +3
- energy above the lowest of the compared OMol25 structures with the same formula, charge and spin (kcal/mol) = 0.0
- multiplicity = 2

Each line ends with the Mulliken charge.
Positions of all 49 atoms, in Å:
1 Re -0.316 0.023 -0.498  1.0988
2 N -1.936 1.217 0.284  -0.5299
3 C -3.257 0.582 0.702  -0.3873
4 C -4.264 0.609 -0.427  -0.9986
5 C -3.774 -0.049 -1.716  -0.4480
6 C -3.205 -1.441 -1.478  -0.8094
7 N -1.688 -1.430 -1.445  -0.6977
8 H -1.573 1.727 1.089  0.3282
9 H -2.161 1.954 -0.389  0.4008
10 H -3.629 1.140 1.559  0.4419
11 H -3.039 -0.431 1.036  0.2071
12 H -4.584 1.635 -0.624  0.3852
13 H -5.150 0.083 -0.065  0.3817
14 H -3.023 0.569 -2.227  0.2909
15 H -4.604 -0.104 -2.419  0.3916
16 H -3.494 -2.137 -2.263  0.4186
17 H -3.548 -1.863 -0.535  0.5143
18 H -1.399 -1.390 -2.424  0.4245
19 H -1.380 -2.349 -1.126  0.3526
20 C 1.987 -3.113 -2.883  -1.1621
21 P 2.296 -1.976 -1.566  0.8459
22 C 2.774 -2.848 -0.106  -1.0481
23 C 3.546 -0.819 -2.040  -1.1093
24 O 0.947 -1.165 -1.285  -0.1785
25 H 2.921 -3.632 -3.115  0.4362
26 H 1.652 -2.584 -3.776  0.3770
27 H 1.246 -3.855 -2.582  0.3814
28 H 3.685 -3.413 -0.320  0.4562
29 H 1.989 -3.544 0.191  0.3522
30 H 2.973 -2.147 0.705  0.3112
31 H 4.437 -1.376 -2.339  0.4504
32 H 3.803 -0.170 -1.202  0.3617
33 H 3.206 -0.221 -2.887  0.3573
34 S 1.137 1.776 -0.222  -0.3005
35 C 1.340 2.513 1.389  0.4429
36 N 1.330 1.905 2.554  0.0825
37 C 1.679 2.850 3.653  -0.5386
38 C 1.806 4.201 2.904  -0.4421
39 N 1.575 3.796 1.492  -0.1387
40 H 1.341 0.900 2.645  0.2307
41 H 2.610 2.540 4.119  0.3314
42 H 0.892 2.858 4.402  0.3434
43 H 2.791 4.649 3.000  0.3244
44 H 1.056 4.925 3.208  0.3183
45 H 1.607 4.429 0.705  0.2121
46 F 0.965 -0.806 1.968  -0.3780
47 C -0.231 -0.977 1.321  -0.4015
48 F -0.303 -2.306 1.013  -0.2736
49 H -1.033 -0.736 2.022  0.5904